w:
# C6H11NO3S

The molecule C6H11NO3S (wB97M-V/def2-TZVPD, the OMol25 dataset).

## Properties
Frontier orbital gap   10.213 eV
HOMO   -9.6 eV
SMILES   [H]/N=C/CCC/C=C\S(=O)(=O)O
LUMO   0.5643 eV

XYZ file:
```
22
C6H11NO3S, DFT wB97M-V/def2-TZVPD
H 1.754 -1.254 -2.572
N 0.818 -1.425 -2.293
C 0.441 -1.827 -1.226
C -0.985 -1.894 -1.042
C -1.411 -1.103 0.150
C -1.211 0.408 0.036
C 0.132 0.869 -0.476
C 1.061 1.492 0.152
S 1.276 1.394 1.878
O 0.618 0.349 2.593
O 2.601 1.598 2.316
O 0.319 2.747 2.094
H 0.995 -2.336 -0.390
H -1.275 -2.984 -0.970
H -1.388 -1.531 -2.072
H -0.902 -1.554 0.913
H -2.452 -1.228 0.425
H -1.498 0.949 0.956
H -1.833 0.912 -0.826
H 0.181 0.877 -1.611
H 1.798 2.106 -0.412
H 0.959 3.434 2.377
```


x:
# C6H11NO3S

A cluster of 2 separate species, C6H11NO3S in total (wB97M-V/def2-TZVPD, the OMol25 dataset).

## Properties
Frontier orbital gap   6.927 eV
HOMO   -6.7 eV
LUMO   0.2583 eV

XYZ file:
```
22
C6H11NO3S, DFT wB97M-V/def2-TZVPD
C -1.706 -2.100 -0.915
C -0.734 -1.240 -0.564
C -0.686 0.200 -0.610
C 0.610 -1.486 2.137
C 0.827 1.110 -2.174
C -0.041 -0.129 2.311
N 1.055 2.210 -1.459
O 1.625 2.313 -0.378
O 0.463 3.370 -1.901
O -1.475 0.831 0.301
S 0.074 0.952 0.841
H -1.477 -3.070 -1.000
H -2.807 -1.832 -1.035
H 0.272 -1.623 -0.705
H 0.015 -2.266 1.691
H 1.461 -1.135 1.436
H 0.990 -1.933 3.023
H 1.038 0.107 -2.022
H 0.138 1.293 -2.965
H 0.508 0.505 3.030
H -1.074 -0.177 2.543
H 0.924 4.098 -1.585
```


y:
# C6H11NO3S

The molecule C6H11NO3S (wB97M-V/def2-TZVPD, the OMol25 dataset).

## Properties
Frontier orbital gap   9.558 eV
HOMO   -9.1 eV
LUMO   0.4467 eV

XYZ file:
```
22
C6H11NO3S, DFT wB97M-V/def2-TZVPD
C -3.066 -0.453 0.766
C -1.800 -0.782 0.579
C -0.944 -0.255 -0.491
C 2.232 0.818 1.241
C -0.497 -1.070 -1.668
C 2.512 0.304 -0.164
N 0.416 -0.814 -0.565
O 0.860 -1.684 0.199
O 1.345 0.235 -0.971
O -0.814 2.237 0.459
S -0.925 1.566 -0.825
H -3.629 -0.841 1.599
H -3.593 0.219 0.108
H -1.281 -1.462 1.246
H 3.168 1.073 1.732
H 1.593 1.698 1.202
H 1.733 0.044 1.821
H -0.829 -2.095 -1.748
H -0.276 -0.557 -2.592
H 2.973 -0.689 -0.125
H 3.149 0.989 -0.728
H -2.327 1.519 -1.074
```


Stability check: which of them is most stable? w.


w:
# CH3N3OS

The molecule CH3N3OS (wB97M-V/def2-TZVPD, the OMol25 dataset).

## Properties
Frontier orbital gap (alpha / beta)   7.849 / 7.849 eV
HOMO (alpha / beta)   -7.9 / -8.0 eV
LUMO (alpha / beta)   -0.0949 / -0.1670 eV

XYZ file:
```
9
CH3N3OS, DFT wB97M-V/def2-TZVPD
C 0.847 -0.111 0.331
N 0.457 1.489 0.200
N -0.534 1.828 -0.316
N -0.001 -0.784 -0.656
O -1.916 -0.640 0.917
S -1.631 -0.535 -0.482
H 1.818 -0.376 0.140
H 0.534 -0.289 1.457
H 0.427 -0.581 -1.590
```


x:
# CH3N3OS

The molecule CH3N3OS (wB97M-V/def2-TZVPD, the OMol25 dataset).

## Properties
Frontier orbital gap   7.396 eV
HOMO   -9.2 eV
LUMO   -1.8056 eV

XYZ file:
```
9
CH3N3OS, DFT wB97M-V/def2-TZVPD
C -0.274 -0.301 1.346
N 1.004 0.707 -0.332
N -1.551 0.208 -2.439
N 0.611 0.525 0.801
O 0.551 -1.129 -2.231
S -0.232 0.019 -1.800
H -0.751 -1.094 0.765
H -0.486 -0.175 2.449
H 1.127 1.240 1.441
```


Stability check: which of them is most stable? w.


w:
# C2HNO2

A cluster of 2 separate species, C2HNO2 in total (wB97M-V/def2-TZVPD, the OMol25 dataset).

## Properties
Frontier orbital gap   13.385 eV
HOMO   -12.9 eV
SMILES   O=C=O.C#N
LUMO   0.4357 eV

XYZ file:
```
6
C2HNO2, DFT wB97M-V/def2-TZVPD
O 4.347 -0.931 0.062
C 3.769 -0.108 0.550
O 3.141 0.799 1.094
C -0.431 1.693 -0.370
N -0.202 1.958 -1.423
H -0.625 1.620 0.656
```


x:
# C2HNO2

The molecule C2HNO2 (wB97M-V/def2-TZVPD, the OMol25 dataset).

## Properties
Frontier orbital gap   11.906 eV
HOMO   -12.1 eV
SMILES   N#CC(=O)O
LUMO   -0.1759 eV

XYZ file:
```
6
C2HNO2, DFT wB97M-V/def2-TZVPD
N -2.151 -0.253 -0.018
C -0.994 -0.303 0.010
C 0.499 -0.373 0.011
O 1.093 -1.414 -0.012
O 1.101 0.815 -0.017
H 0.451 1.528 0.026
```


Stability check: which of them is most stable? w.


w:
# CH3NO2

The molecule CH3NO2 (wB97M-V/def2-TZVPD, the OMol25 dataset).

## Properties
Frontier orbital gap   11.020 eV
HOMO   -10.4 eV
SMILES   NC(=O)O
LUMO   0.6136 eV

XYZ file:
```
7
CH3NO2, DFT wB97M-V/def2-TZVPD
N 0.505 -0.798 0.374
C 0.221 0.415 -0.150
O 0.608 0.874 -1.189
O -0.939 0.977 0.399
H -0.254 -1.315 0.776
H 1.321 -1.329 0.165
H -1.463 1.176 -0.374
```


x:
# CH3NO2

A cluster of 2 separate species, CH3NO2 in total (wB97M-V/def2-TZVPD, the OMol25 dataset).

## Properties
Frontier orbital gap (alpha / beta)   8.149 / 8.069 eV
HOMO (alpha / beta)   -9.4 / -9.4 eV
LUMO (alpha / beta)   -1.2751 / -1.3086 eV

XYZ file:
```
7
CH3NO2, DFT wB97M-V/def2-TZVPD
C -0.826 0.274 -0.306
N 1.444 -0.712 0.974
O 2.538 -0.824 0.621
O 0.444 -0.104 -0.540
H -1.341 0.281 -1.424
H -0.958 1.399 0.151
H -1.302 -0.313 0.523
```


Stability check: which of them is most stable? w.


w:
# C3H8F2N2

The molecule C3H8F2N2 (wB97M-V/def2-TZVPD, the OMol25 dataset).

## Properties
Frontier orbital gap   9.473 eV
HOMO   -8.7 eV
SMILES   NCC(F)(F)CN
LUMO   0.7636 eV

XYZ file:
```
15
C3H8F2N2, DFT wB97M-V/def2-TZVPD
N 2.174 -0.759 0.024
C 0.781 -0.742 -0.773
C -0.008 0.425 -0.010
F 0.244 0.126 1.352
F 0.506 1.658 -0.332
C -1.443 0.335 -0.298
N -2.191 -0.982 0.019
H 2.738 0.110 -0.162
H 2.717 -1.775 0.258
H 0.387 -1.801 -0.557
H 0.921 -0.755 -1.827
H -1.972 1.236 0.096
H -1.730 0.558 -1.313
H -3.150 -0.752 -0.552
H -2.519 -0.799 1.064
```


x:
# C3H8F2N2

The molecule C3H8F2N2 (wB97M-V/def2-TZVPD, the OMol25 dataset).

## Properties
Frontier orbital gap   10.131 eV
HOMO   -9.1 eV
SMILES   CC(F)(F)C(N)N
LUMO   1.0521 eV

XYZ file:
```
15
C3H8F2N2, DFT wB97M-V/def2-TZVPD
C -1.211 -1.390 0.251
C -0.920 0.034 0.010
F -1.698 0.881 0.708
F -1.106 0.375 -1.281
C 0.516 0.418 0.308
N 1.454 -0.556 -0.480
N 0.871 1.735 -0.021
H -2.123 -1.679 -0.150
H -1.296 -1.547 1.352
H -0.501 -1.984 -0.068
H 0.727 0.313 1.385
H 1.457 -0.392 -1.439
H 2.491 -0.455 -0.149
H 0.628 2.410 0.628
H 0.710 1.837 -1.054
```


y:
# C3H8F2N2

A cluster of 2 separate species, C3H8F2N2 in total (wB97M-V/def2-TZVPD, the OMol25 dataset).

## Properties
Frontier orbital gap   7.456 eV
HOMO   -6.5 eV
LUMO   0.9332 eV

XYZ file:
```
15
C3H8F2N2, DFT wB97M-V/def2-TZVPD
C 2.017 0.517 -0.017
C -0.397 0.310 0.718
C -1.140 -0.388 -1.471
N -1.311 -0.404 1.443
N 0.949 -0.142 0.731
F -2.212 -1.177 -1.314
F -1.446 0.872 -2.002
H 3.056 0.383 0.391
H 2.115 0.146 -0.995
H 1.793 1.544 -0.100
H -0.557 1.358 0.454
H -0.551 -0.901 -2.250
H -2.144 0.142 1.365
H -1.251 -1.185 1.972
H 1.078 -1.074 1.075
```


Stability check: which of them is most stable? x.


w:
# C2H3N3S2

A structure of composition C2H3N3S2 (wB97M-V/def2-TZVPD, the OMol25 dataset).

## Properties
Frontier orbital gap (alpha / beta)   5.969 / 7.462 eV
HOMO (alpha / beta)   -8.8 / -9.2 eV
LUMO (alpha / beta)   -2.8040 / -1.6958 eV

XYZ file:
```
10
C2H3N3S2, DFT wB97M-V/def2-TZVPD
C 2.699 1.250 0.487
C 1.119 0.373 -0.808
N 1.738 1.436 -0.578
N 2.806 0.089 0.945
N -1.292 -0.030 -0.307
S 1.758 -0.916 0.150
S -1.980 1.196 0.485
H 3.310 1.998 0.925
H -1.285 -0.821 0.213
H -0.325 0.088 -0.950
```


x:
# C2H3N3S2

The molecule C2H3N3S2 (wB97M-V/def2-TZVPD, the OMol25 dataset).

## Properties
Frontier orbital gap   9.266 eV
HOMO   -9.2 eV
SMILES   [H]/N=C1/NSC=NS1
LUMO   0.1108 eV

XYZ file:
```
10
C2H3N3S2, DFT wB97M-V/def2-TZVPD
H 3.083 -0.305 -0.129
N 2.350 -0.973 0.029
C 1.185 -0.470 0.054
N 0.093 -1.213 0.435
S -1.441 -0.984 -0.306
C -1.667 0.684 0.236
N -0.758 1.564 0.299
S 0.839 1.266 -0.202
H 0.314 -2.179 0.671
H -2.685 1.027 0.500
```


y:
# C2H3N3S2

The molecule C2H3N3S2 (wB97M-V/def2-TZVPD, the OMol25 dataset).

## Properties
Frontier orbital gap   9.856 eV
HOMO   -9.6 eV
SMILES   SSn1ccnn1
LUMO   0.2597 eV

XYZ file:
```
10
C2H3N3S2, DFT wB97M-V/def2-TZVPD
S -2.935 -0.497 -0.518
S -2.065 0.428 1.006
N -0.456 0.022 0.520
C 0.682 0.703 0.214
C 1.697 -0.241 0.155
N 1.099 -1.438 0.307
N -0.124 -1.281 0.511
H -3.123 -1.620 -0.037
H 0.736 1.723 0.340
H 2.819 -0.073 -0.137
```


Stability check: which of them is most stable? x.


w:
# C7H13NO2

The molecule C7H13NO2 (wB97M-V/def2-TZVPD, the OMol25 dataset).

## Properties
Frontier orbital gap   9.596 eV
HOMO   -9.0 eV
SMILES   CC1=NOC(C)(C)[C@]1(C)O
LUMO   0.6391 eV

XYZ file:
```
23
C7H13NO2, DFT wB97M-V/def2-TZVPD
C -0.002 1.561 2.411
C -0.045 0.354 1.619
N -0.019 -0.801 2.122
O -0.024 -1.776 1.200
C 0.434 -1.169 -0.155
C -0.362 -1.808 -1.319
C 1.924 -1.412 -0.240
C 0.139 0.371 0.032
C -1.203 0.775 -0.525
O 1.127 1.190 -0.316
H 0.228 1.324 3.508
H -1.010 2.079 2.306
H 0.558 2.274 1.777
H 0.158 -2.770 -1.485
H -0.210 -1.340 -2.195
H -1.410 -1.839 -1.140
H 2.171 -2.515 0.066
H 2.462 -0.791 0.382
H 2.210 -1.180 -1.265
H -1.259 0.495 -1.591
H -1.352 1.828 -0.127
H -1.850 0.020 -0.058
H 0.943 2.077 0.027
```


x:
# C7H13NO2

The molecule C7H13NO2 (wB97M-V/def2-TZVPD, the OMol25 dataset).

## Properties
Frontier orbital gap (alpha / beta)   8.310 / 8.303 eV
HOMO (alpha / beta)   -7.9 / -7.9 eV
LUMO (alpha / beta)   0.3806 / 0.3793 eV

XYZ file:
```
23
C7H13NO2, DFT wB97M-V/def2-TZVPD
C 2.882 -0.736 -0.597
C 1.535 -0.392 -1.271
C 0.808 0.612 -0.431
C -0.312 -1.035 1.256
C -1.476 -0.142 -0.664
C -0.959 1.456 1.132
C -0.385 0.183 0.319
N 3.174 -0.172 0.503
O 2.412 0.608 1.103
O 0.896 1.996 -0.700
H 3.407 -1.551 -0.997
H 1.784 0.192 -2.257
H 0.932 -1.211 -1.561
H 0.346 -0.952 2.117
H -0.147 -1.949 0.701
H -1.394 -1.159 1.783
H -2.272 -0.515 -0.102
H -1.818 0.775 -1.255
H -1.231 -1.032 -1.262
H -1.099 2.279 0.508
H -0.325 1.746 1.869
H -1.829 1.122 1.641
H 1.522 2.311 -1.399
```


Stability check: which of them is most stable? w.


w:
# C9H19N

The molecule C9H19N (wB97M-V/def2-TZVPD, the OMol25 dataset).

## Properties
Frontier orbital gap   8.945 eV
HOMO   -8.1 eV
SMILES   C=C(N)[C@H](C)CC(C)(C)C
LUMO   0.8539 eV

XYZ file:
```
29
C9H19N, DFT wB97M-V/def2-TZVPD
C 3.409 0.130 -0.701
C 2.407 0.293 0.159
N 2.526 1.013 1.339
C 0.914 -0.601 0.048
C 1.076 -1.861 -0.775
C 0.044 0.437 -0.535
C -1.586 0.238 0.075
C -2.134 -1.174 -0.065
C -1.625 0.684 1.532
C -2.412 1.193 -0.781
H 4.380 0.580 -0.533
H 3.326 -0.503 -1.567
H 3.358 1.583 1.426
H 1.687 1.475 1.655
H 0.685 -0.841 1.086
H 1.943 -2.420 -0.428
H 0.211 -2.511 -0.665
H 1.223 -1.632 -1.828
H -0.024 0.351 -1.617
H 0.278 1.461 -0.252
H -1.614 -1.874 0.586
H -3.191 -1.203 0.214
H -2.055 -1.525 -1.093
H -2.653 0.697 1.902
H -1.229 1.694 1.643
H -1.056 0.013 2.173
H -2.401 0.890 -1.828
H -3.455 1.205 -0.452
H -2.028 2.211 -0.720
```


x:
# C9H19N

A structure of composition C9H19N (wB97M-V/def2-TZVPD, the OMol25 dataset).

## Properties
Frontier orbital gap   8.643 eV
HOMO   -7.7 eV
LUMO   0.9083 eV

XYZ file:
```
29
C9H19N, DFT wB97M-V/def2-TZVPD
C -1.649 -1.639 -0.281
C -1.443 1.602 1.409
C -1.747 1.101 -1.073
C -1.415 0.575 0.310
N -1.615 -0.675 0.665
H -0.305 -1.487 -0.702
H -1.752 -2.652 0.099
H -2.161 -1.472 -1.232
H -2.438 2.056 1.466
H -1.225 1.138 2.369
H -1.445 2.140 -1.184
H -2.830 1.042 -1.231
H -1.279 0.524 -1.869
H -0.735 2.413 1.224
C 1.411 0.133 1.416
C 1.355 1.444 -0.765
C 1.669 -2.296 -0.229
C 1.040 0.163 -0.042
C 0.987 -1.046 -0.769
H 1.117 -0.924 -1.844
H 0.801 -0.584 1.965
H 2.462 -0.157 1.536
H 1.031 1.423 -1.805
H 2.441 1.607 -0.757
H 0.910 2.315 -0.281
H 1.291 1.112 1.878
H 1.283 -2.558 0.758
H 1.491 -3.146 -0.891
H 2.749 -2.153 -0.139
```


Stability check: which of them is most stable? w.